# C28H31N6O4Ru

A structure of composition C28H31N6O4Ru (ωB97M-V/def2-TZVPD, the Open Molecules 2025 dataset).

```
70
Properties=species:S:1:pos:R:3
Ru 0.064 0.311 0.001
C -2.914 0.055 2.680
C -1.477 0.081 3.206
C -0.703 1.351 2.894
N -0.131 1.555 1.556
C 0.369 2.805 1.360
C 0.379 3.794 2.341
C 0.797 5.137 2.315
C 1.283 5.914 1.302
C 1.545 5.473 -0.008
C 1.476 4.214 -0.526
C 1.078 2.973 0.062
N 1.292 1.829 -0.537
C 2.345 1.564 -1.482
C 3.309 0.645 -0.722
C 2.847 -0.781 -0.439
N 1.554 -0.977 0.215
C 1.262 -2.228 0.648
C 2.200 -3.261 0.621
C 2.165 -4.592 1.073
C 1.165 -5.303 1.677
C -0.132 -4.816 1.903
C -0.704 -3.616 1.570
C -0.181 -2.418 0.972
N -0.951 -1.394 0.686
C -2.411 -1.472 0.736
C -3.051 -0.159 1.175
H -3.408 0.992 2.954
H -3.456 -0.740 3.205
H -0.917 -0.792 2.882
H -1.517 0.019 4.297
H 0.119 1.431 3.618
H -1.380 2.189 3.097
H 0.029 3.495 3.315
H 0.687 5.640 3.270
H 1.481 6.955 1.522
H 1.859 6.238 -0.710
H 1.730 4.126 -1.575
H 2.883 2.466 -1.783
H 1.944 1.089 -2.383
H 3.539 1.143 0.223
H 4.250 0.553 -1.272
H 3.639 -1.232 0.165
H 2.820 -1.337 -1.390
H 3.151 -3.003 0.185
H 3.097 -5.127 0.923
H 1.376 -6.318 1.987
H -0.806 -5.511 2.393
H -1.749 -3.550 1.831
H -2.763 -2.248 1.419
H -2.745 -1.757 -0.270
H -4.109 -0.172 0.900
H -2.608 0.668 0.629
C 0.296 -3.054 -2.312
C -0.356 -1.770 -2.673
N -0.441 -0.658 -1.960
C -1.194 0.225 -2.710
C -1.549 -0.356 -3.892
N -1.004 -1.612 -3.846
C -2.346 0.050 -5.076
O -2.900 1.236 -5.036
O -2.457 -0.727 -5.998
C -1.636 1.523 -2.111
O -2.230 2.353 -2.813
O -1.359 1.634 -0.883
H 1.257 -2.887 -1.834
H 0.455 -3.657 -3.205
H -0.325 -3.622 -1.617
H -1.105 -2.277 -4.598
H -2.728 1.698 -4.146
```

Properties
Multiplicity: 2
Max |F|, Eh/bohr: 0.01217
Orbital gap (spin up / spin down), eV: 6.8935 / 6.1275
Relative energy (zero: lowest compared OMol25 entry of this formula, charge and spin), kJ/mol: 0.0

Charges obtained by Löwdin population analysis, quoted in units of e:
1. Ru 1.37
2. C -0.19
3. C -0.19
4. C -0.22
5. N -0.10
6. C -0.21
7. C -0.02
8. C -0.08
9. C -0.11
10. C -0.08
11. C -0.01
12. C -0.20
13. N -0.12
14. C -0.20
15. C -0.16
16. C -0.23
17. N -0.12
18. C -0.24
19. C -0.04
20. C -0.08
21. C -0.11
22. C -0.08
23. C -0.01
24. C -0.24
25. N -0.09
26. C -0.20
27. C -0.19
28. H 0.11
29. H 0.11
30. H 0.09
31. H 0.11
32. H 0.12
33. H 0.12
34. H 0.08
35. H 0.10
36. H 0.10
37. H 0.11
38. H 0.10
39. H 0.11
40. H 0.12
41. H 0.12
42. H 0.11
43. H 0.11
44. H 0.12
45. H 0.08
46. H 0.11
47. H 0.10
48. H 0.11
49. H 0.08
50. H 0.09
51. H 0.12
52. H 0.12
53. H 0.07
54. C 0.02
55. C -0.31
56. N 0.09
57. C -0.11
58. C -0.07
59. N 0.18
60. C -0.49
61. O 0.14
62. O 0.10
63. C -0.54
64. O 0.05
65. O -0.11
66. H 0.06
67. H 0.09
68. H 0.09
69. H 0.17
70. H 0.07

=====

# C28H31NO8P2RhS

A structure of composition C28H31NO8P2RhS (ωB97M-V/def2-TZVPD, the Open Molecules 2025 dataset).

```
72
Properties=species:S:1:pos:R:3
Rh -1.119 -0.766 -0.191
N -3.088 -0.290 1.078
C -4.007 0.777 0.810
C -4.721 1.352 1.852
C -5.705 2.295 1.600
C -5.989 2.662 0.293
C -5.253 2.117 -0.745
C -4.238 1.193 -0.505
C -3.365 0.761 -1.619
C -3.856 0.454 -2.880
C -2.984 0.208 -3.941
C -1.608 0.292 -3.777
C -1.092 0.620 -2.530
C -1.973 0.745 -1.455
H -2.925 -0.393 2.071
H -3.436 -1.177 0.719
H -4.518 1.031 2.869
H -6.257 2.726 2.425
H -6.771 3.381 0.089
H -5.439 2.445 -1.761
H -4.927 0.411 -3.034
H -3.388 -0.018 -4.919
H -0.941 0.129 -4.613
H -0.027 0.792 -2.414
C -0.594 -4.967 -1.561
C -0.244 -4.446 -0.169
O 0.375 -5.416 0.663
P 0.768 -2.903 -0.247
O 0.645 -2.226 1.091
O 2.254 -3.477 -0.428
O 0.379 -2.038 -1.424
P -1.743 -3.898 0.718
O -2.784 -5.075 0.801
O -1.346 -3.634 2.216
O -2.360 -2.728 0.011
H 0.315 -5.171 -2.128
H -1.180 -4.221 -2.098
H -1.170 -5.888 -1.479
H 1.334 -5.370 0.553
H -0.516 -3.101 2.240
H 2.587 -3.377 -1.331
H -2.519 -5.802 1.385
O -0.044 0.649 1.151
S 1.363 0.479 1.741
C 2.445 0.341 0.298
C 3.865 0.013 0.680
C 4.154 -0.933 1.665
C 5.470 -1.252 1.967
C 6.511 -0.638 1.284
C 6.230 0.300 0.300
C 4.915 0.630 0.006
C 1.759 2.194 2.290
C 1.799 3.209 1.190
C 3.019 3.719 0.755
C 3.069 4.636 -0.286
C 1.898 5.045 -0.908
C 0.677 4.542 -0.480
C 0.624 3.628 0.564
H 2.374 1.275 -0.258
H 1.986 -0.457 -0.291
H 3.344 -1.438 2.181
H 5.684 -1.988 2.732
H 7.537 -0.892 1.517
H 7.040 0.774 -0.241
H 4.701 1.370 -0.757
H 2.715 2.103 2.809
H 0.968 2.395 3.012
H 3.935 3.400 1.242
H 4.023 5.035 -0.608
H 1.935 5.752 -1.727
H -0.243 4.867 -0.952
H -0.327 3.230 0.892
```

Properties
Multiplicity: 5
Max |F|, Eh/bohr: 0.01400
Orbital gap (spin up / spin down), eV: 8.8867 / 6.4802
Total charge: +1

Charges obtained by Löwdin population analysis, quoted in units of e:
1. Rh 1.20
2. N 0.06
3. C -0.23
4. C -0.02
5. C -0.06
6. C -0.07
7. C -0.02
8. C -0.13
9. C -0.18
10. C -0.01
11. C -0.03
12. C -0.06
13. C -0.10
14. C -0.08
15. H 0.11
16. H 0.08
17. H 0.12
18. H 0.11
19. H 0.11
20. H 0.12
21. H 0.13
22. H 0.12
23. H 0.12
24. H 0.11
25. C -0.05
26. C -0.60
27. O -0.03
28. P 0.31
29. O -0.37
30. O -0.10
31. O -0.34
32. P 0.48
33. O -0.05
34. O -0.10
35. O -0.34
36. H 0.09
37. H 0.08
38. H 0.09
39. H 0.10
40. H 0.07
41. H 0.10
42. H 0.12
43. O -0.63
44. S 1.02
45. C -0.27
46. C -0.27
47. C -0.06
48. C -0.07
49. C -0.08
50. C -0.07
51. C -0.05
52. C -0.24
53. C -0.30
54. C -0.05
55. C -0.07
56. C -0.08
57. C -0.07
58. C -0.04
59. H 0.09
60. H 0.06
61. H 0.10
62. H 0.11
63. H 0.11
64. H 0.11
65. H 0.12
66. H 0.10
67. H 0.10
68. H 0.12
69. H 0.11
70. H 0.11
71. H 0.11
72. H 0.11

=====

Q: Among the records above, which one has the highest max |F|?
A: C28H31NO8P2RhS